A cluster of 10 separate species, C24H65N3O27S7 in total in a non-equilibrium geometry. Source: the Open Molecules 2025 dataset; level of theory: ωB97M-V/def2-TZVPD.

XYZ file:
```
126
Properties=species:S:1:pos:R:3:forces:R:3
C -19.453796 12.878197 17.667900 0.24 0.20 -0.72
N -18.589725 14.063919 17.377618 0.23 1.30 1.28
O -18.149702 14.630121 18.367862 0.04 -0.31 -0.12
O -18.381230 14.469878 16.254901 -0.40 -0.81 -0.35
H -20.309266 12.948774 17.001754 0.05 -0.21 -0.01
H -19.726995 12.928367 18.712111 0.02 0.01 0.03
H -18.830042 12.012445 17.456553 -0.20 -0.11 -0.05
C -16.314069 20.191509 15.447222 -0.66 0.23 -0.94
N -17.655489 19.975088 16.039181 -0.92 0.12 1.35
O -18.430333 20.912532 16.075710 0.52 -0.21 -0.41
O -17.916420 18.886687 16.533576 0.50 -0.04 -0.32
H -16.490761 21.041977 14.793749 0.53 0.14 0.12
H -16.070185 19.313764 14.863773 0.09 -0.11 0.14
H -15.574563 20.374596 16.219402 -0.18 0.06 0.16
C -13.956253 14.073369 21.083381 0.91 -0.26 0.87
N -14.012462 13.970148 19.611211 -1.19 0.26 0.10
O -13.072800 14.346039 18.961615 -1.28 0.59 0.55
O -15.041603 13.568085 19.112772 -0.41 -0.37 0.17
H -14.518626 14.935976 21.428252 -0.41 -0.15 -0.29
H -12.930771 14.238930 21.403352 0.08 0.05 -0.41
H -14.269027 13.129707 21.520191 -0.50 0.12 -0.15
O -13.199746 16.054226 16.126511 -0.12 0.79 -0.03
S -14.437928 16.558860 15.595513 -2.61 -1.86 -0.06
O -14.513575 17.770680 14.842614 0.44 0.06 0.08
O -15.120744 15.403324 14.610276 1.63 1.59 1.98
C -14.657905 14.072558 14.966194 -0.08 -1.09 -1.51
C -15.787968 13.125146 14.618386 -0.15 0.53 0.05
C -15.695679 16.528886 16.880079 0.42 0.10 -0.54
H -14.287270 13.879883 15.975305 -0.80 0.77 0.34
H -13.777191 13.836213 14.361376 -1.10 0.66 0.16
H -15.394101 12.109495 14.620890 -0.27 -0.09 0.20
H -16.229124 13.336615 13.642310 0.41 0.01 -0.21
H -16.618231 13.307079 15.300021 0.07 -0.53 0.25
H -15.537104 15.639467 17.486921 0.05 0.01 -0.01
H -16.637555 16.465818 16.343656 -0.09 0.05 0.10
H -15.662414 17.438408 17.472424 0.19 0.00 0.02
O -10.102552 12.899713 13.274147 -1.23 0.08 0.33
S -11.219076 13.387951 14.040215 1.36 1.31 0.88
O -12.525420 12.759352 14.057789 1.95 -0.68 -0.59
O -10.649219 13.457306 15.565928 -0.30 -0.61 -1.25
C -11.597957 13.512266 16.618798 -0.73 1.02 1.61
C -11.025736 14.334281 17.767103 2.48 -0.96 -0.14
C -11.389687 15.190610 13.850173 -0.82 -1.12 -0.01
H -11.830299 12.521368 17.011602 0.37 0.29 -0.36
H -12.547274 13.992118 16.359893 0.54 -0.35 -0.43
H -11.502130 14.044108 18.702242 1.24 0.33 -0.71
H -10.967800 15.415011 17.634235 -0.65 -0.03 -0.17
H -9.969199 14.054565 17.867036 0.09 -0.16 -0.11
H -12.083349 15.488241 14.638291 0.36 -0.12 -0.12
H -11.871525 15.436055 12.907050 0.40 -0.06 -0.25
H -10.422586 15.649354 14.014445 0.11 -0.10 -0.29
O -13.802976 17.397852 19.814646 0.45 -0.44 0.28
S -12.455823 17.717601 20.186508 1.42 1.36 0.28
O -12.209333 18.839138 21.076952 -0.33 -1.28 -0.44
O -11.739600 16.397165 20.759594 -0.86 0.72 -0.26
C -10.447061 16.566376 21.356327 0.93 -0.68 1.24
C -9.717183 15.236756 21.279601 0.26 0.02 -0.82
C -11.477313 18.028469 18.727682 -1.19 0.10 -0.53
H -10.518541 16.849163 22.408146 -0.56 0.16 -0.08
H -9.828948 17.341324 20.902984 -0.34 0.06 -0.41
H -10.222632 14.372102 21.706592 -0.32 0.26 0.18
H -8.746680 15.321744 21.768880 -0.02 0.09 0.01
H -9.541644 15.008334 20.225381 0.10 -0.13 0.06
H -10.413922 17.860503 18.852691 -0.04 -0.06 0.17
H -11.686011 19.065428 18.462383 0.19 0.08 0.24
H -11.913631 17.441141 17.917142 0.28 -0.29 0.17
O -11.668603 20.108517 11.581645 -0.41 -0.91 0.00
S -12.070831 18.726864 11.698476 0.16 -0.17 0.37
O -11.687293 17.761766 10.693942 -0.40 0.76 1.25
O -11.509579 18.169186 13.148273 -0.30 0.38 -1.76
C -11.591289 19.083088 14.232637 0.41 0.81 1.08
C -10.810605 18.459266 15.375726 -0.55 -0.44 0.54
C -13.840057 18.622625 12.057246 0.83 0.49 -0.67
H -12.631691 19.285241 14.512504 0.04 -0.54 0.08
H -11.203942 20.087968 14.037057 0.36 -0.35 -0.67
H -10.788737 19.138881 16.230874 0.01 0.06 -0.12
H -9.786657 18.158636 15.159023 0.03 0.35 -0.44
H -11.315842 17.544972 15.699889 -0.01 0.09 0.02
H -14.384716 19.009320 11.197841 0.12 -0.17 -0.15
H -14.015964 19.301985 12.885274 -0.06 -0.26 0.16
H -14.070745 17.584698 12.266844 -0.11 0.05 0.12
O -19.441802 7.442118 11.997436 0.56 1.36 -0.43
S -18.867078 8.760270 11.828455 0.43 -1.60 -0.48
O -19.711385 9.910290 11.634072 0.61 -0.44 0.46
O -17.877175 8.894300 13.115959 -1.25 0.94 -0.85
C -17.738989 10.206545 13.694869 0.38 0.26 1.30
C -17.534275 9.963024 15.158631 0.52 -0.34 1.52
C -17.551368 8.759692 10.549214 -1.20 0.17 0.44
H -18.607424 10.860961 13.627625 -0.09 -0.30 -0.87
H -16.831161 10.686582 13.327758 -0.24 0.07 -0.49
H -17.424274 10.859025 15.775540 0.09 0.34 -0.53
H -16.615142 9.395612 15.328432 -0.09 -0.13 -0.02
H -18.346900 9.428767 15.655231 -0.11 -0.23 -0.46
H -17.330985 9.814225 10.395568 0.49 -0.07 0.29
H -17.889105 8.386352 9.584654 -0.35 -0.26 0.24
H -16.767959 8.136559 10.964117 0.25 0.21 -0.13
O -10.752136 7.124240 18.996544 -0.62 0.03 -0.87
S -11.772650 7.132749 17.983230 0.66 0.02 -0.46
O -13.006000 6.434664 18.189439 0.13 0.16 -0.08
O -12.064473 8.684189 17.696810 0.00 -0.83 0.55
C -13.115688 9.008284 16.778709 -0.02 1.63 -0.37
C -13.375091 10.514108 17.003674 0.46 -1.05 -0.74
C -11.077393 6.637173 16.369276 -0.06 0.64 0.40
H -14.037018 8.459353 16.961460 0.24 -0.39 0.04
H -12.730486 8.866513 15.766724 -0.22 -0.25 -0.05
H -13.918554 10.933156 16.155188 -0.54 -0.12 0.27
H -12.425656 11.045960 16.938896 -0.16 -0.46 0.52
H -13.874940 10.595703 17.963691 -0.03 0.60 -0.02
H -10.437313 7.447207 16.019223 0.29 -0.09 0.37
H -11.838252 6.545186 15.596844 -0.32 -0.30 0.39
H -10.515514 5.718682 16.505658 -0.06 -0.03 0.02
O -18.502607 20.699565 20.647201 1.68 -0.05 0.14
S -17.087752 20.556384 20.376422 -0.61 -0.55 -0.14
O -16.434291 21.445304 19.442518 -0.24 -0.58 0.54
O -16.292333 20.610697 21.799024 -0.98 0.38 -1.03
C -14.878630 20.802831 21.771225 1.69 -0.06 0.02
C -14.368702 20.364169 23.122314 -0.43 -0.16 0.38
C -16.769904 18.805246 19.912415 0.10 1.76 -0.11
H -14.522696 21.823812 21.610595 -0.91 0.26 -0.16
H -14.388324 20.226998 20.982418 -0.34 -0.20 -0.04
H -14.431499 19.279435 23.211966 -0.02 0.03 0.17
H -15.010047 20.836562 23.869904 0.05 -0.18 0.13
H -13.348989 20.674560 23.340205 0.07 0.01 -0.35
H -16.734393 18.282150 20.860346 -0.05 -0.37 -0.19
H -15.820952 18.840106 19.382903 0.17 -0.29 0.31
H -17.537344 18.496769 19.207077 -0.23 -0.04 0.27
```
Forces are in eV/Å.

Properties
Energy (eV): -161527.7952
Spin multiplicity: 1
ΔE to the lowest compared entry with this formula, charge and spin (kcal/mol): 82.7
SMILES string: CCOS(C)(=O)=O.CCOS(C)(=O)=O.CCOS(C)(=O)=O.CCOS(C)(=O)=O.CCOS(C)(=O)=O.CCOS(C)(=O)=O.CCOS(C)(=O)=O.C[N+](=O)[O-].C[N+](=O)[O-].C[N+](=O)[O-]